DFT (ωB97M-V/def2-TZVPD) results for the molecule C4H5N in a non-equilibrium geometry.

Output
- Largest force on an atom: 3.41 eV Å⁻¹
- Electronic energy: -210.05037 a.u.
- Relative energy (zero: lowest compared OMol25 entry of this formula, charge and spin): 297.6 kJ/mol
- Kohn-Sham gap: 10.87 eV

Cartesian coordinates (Å):
C (-1.1129, 1.5164, 2.9978)
C (-0.7495, 0.8698, 2.0530)
C (-0.3346, -0.1045, 0.8665)
C (0.6543, -0.7447, -1.1141)
N (0.4083, 0.2415, -0.0832)
H (-1.5771, 2.1137, 3.7712)
H (-0.5823, -1.1467, 0.9393)
H (-0.1406, -1.4553, -1.4193)
H (1.5423, -1.2101, -0.7570)
H (0.9787, -0.1173, -1.9826)

---

DFT (ωB97M-V/def2-TZVPD) results for the molecule C4H5N in a non-equilibrium geometry.

Output
- Largest force on an atom: 2.83 eV Å⁻¹
- Electronic energy: -210.11935 a.u.
- Relative energy (zero: lowest compared OMol25 entry of this formula, charge and spin): 116.5 kJ/mol
- Kohn-Sham gap: 10.27 eV

Cartesian coordinates (Å):
C (1.5707, -0.0074, -0.0404)
C (0.1057, -0.4681, 0.0044)
C (-0.9652, 0.3999, 0.0507)
C (-2.3422, -0.0167, 0.0763)
H (1.9122, 0.2295, 1.0785)
H (1.8407, 0.8785, -0.6607)
H (2.3299, -0.7796, -0.3067)
H (-0.0982, -1.5743, -0.0409)
H (-0.8575, 1.5288, -0.1025)
N (-3.4962, -0.1906, -0.0587)

---

DFT (ωB97M-V/def2-TZVPD) results for the molecule C4H5N in a non-equilibrium geometry.

Output
- Largest force on an atom: 2.83 eV Å⁻¹
- Electronic energy: -209.99658 a.u.
- Relative energy (zero: lowest compared OMol25 entry of this formula, charge and spin): 438.9 kJ/mol
- Kohn-Sham gap: 9.71 eV

Cartesian coordinates (Å):
C (-1.9362, 1.0654, -0.7747)
C (-0.9582, 0.7763, -0.1274)
C (0.2239, 0.4312, 0.6187)
C (0.8782, -0.9857, 0.3453)
N (1.4796, 0.2390, -0.0994)
H (-2.8109, 1.3208, -1.3347)
H (0.1612, -0.0580, 1.5851)
H (0.2518, -1.6163, -0.2573)
H (1.4653, -1.4752, 1.1347)
H (1.2453, 0.3025, -1.0902)

---

DFT (ωB97M-V/def2-TZVPD) results for the ion C4H5N2O with charge -1 in a non-equilibrium geometry.

Output
- Total charge: -1
- Largest force on an atom: 3.86 eV Å⁻¹
- Electronic energy: -340.06822 a.u.
- Relative energy (zero: lowest compared OMol25 entry of this formula, charge and spin): 35.1 kJ/mol
- Kohn-Sham gap: 6.82 eV

Cartesian coordinates (Å):
C (1.7077, 1.0027, -0.1253)
C (1.0273, -0.0844, -0.6164)
C (-0.4330, -0.4204, -0.3394)
C (-1.3781, 0.4696, 0.5216)
N (2.3001, 1.9873, 0.1310)
N (0.4959, -1.1961, 0.4720)
O (0.6286, -2.4014, 0.0550)
H (1.5452, -0.6328, -1.4206)
H (-0.9772, -0.8344, -1.1874)
H (-0.8347, 0.7049, 1.5053)
H (-2.3547, 0.0153, 1.0094)
H (-1.7270, 1.3898, -0.0052)

---

DFT (ωB97M-V/def2-TZVPD) results for a structure of composition C4H5N2O2 in a non-equilibrium geometry.

Output
- Total charge: +1
- Largest force on an atom: 4.07 eV Å⁻¹
- Electronic energy: -415.06696 a.u.
- Relative energy (zero: lowest compared OMol25 entry of this formula, charge and spin): 87.9 kJ/mol
- Kohn-Sham gap: 8.48 eV

Cartesian coordinates (Å):
C (-0.0297, 1.0403, 0.1967)
C (-0.3902, -1.0511, -0.0235)
C (-1.2670, 0.0786, 0.2199)
C (0.7386, -0.2026, 0.1885)
N (-2.5343, 0.3246, 0.0256)
N (2.2135, -0.2903, -0.0219)
O (0.2656, 2.2020, -0.0633)
O (-0.6857, -2.1653, -0.3960)
H (-3.0382, -0.4553, -0.2781)
H (-2.9560, 1.1556, 0.3634)
H (2.6941, -1.1071, -0.4721)
H (2.6153, -0.0395, 0.9713)
H (2.3741, 0.5100, -0.7108)

---

DFT (ωB97M-V/def2-TZVPD) results for the molecule C4H5N3 in a non-equilibrium geometry.

Output
- Largest force on an atom: 2.45 eV Å⁻¹
- Electronic energy: -319.57928 a.u.
- Relative energy (zero: lowest compared OMol25 entry of this formula, charge and spin): 349.0 kJ/mol
- Kohn-Sham gap: 9.55 eV

Cartesian coordinates (Å):
C (-0.7422, -0.1372, -0.7043)
C (-1.3626, 0.2996, 0.5567)
C (1.2819, -0.3926, 0.7664)
C (0.6728, -0.5485, -0.6387)
H (0.4218, 1.4735, -0.8262)
H (-1.3777, -0.7696, -1.3135)
H (-2.4129, 0.5939, 0.5282)
H (2.2791, -0.7752, 1.0099)
H (1.0153, -1.3535, -1.2689)
N (0.2235, 0.6612, -1.3704)
N (-0.6877, 0.6392, 1.5888)
N (0.6886, 0.3092, 1.6719)

---

DFT (ωB97M-V/def2-TZVPD) results for a cluster of 2 separate species, C4H5N3 in total in a non-equilibrium geometry.

Output
- Largest force on an atom: 2.26 eV Å⁻¹
- Electronic energy: -319.52653 a.u.
- Relative energy (zero: lowest compared OMol25 entry of this formula, charge and spin): 487.5 kJ/mol
- Kohn-Sham gap: 10.39 eV

Cartesian coordinates (Å):
C (-1.6016, 0.7139, 0.5331)
N (-0.0538, -0.3715, -0.7764)
C (1.0355, -0.7287, -0.2593)
C (2.0644, -1.3861, -1.0155)
N (2.8809, -1.8824, -1.6640)
C (0.7165, 1.4479, 1.7130)
N (-0.2048, 1.4296, 0.9619)
H (-1.8210, -0.3832, 0.4496)
H (-1.9678, 1.1542, -0.4007)
H (-2.0670, 1.0679, 1.4176)
H (-0.2239, -0.5863, -1.7472)
H (1.2425, -0.4755, 0.7878)

---

DFT (ωB97M-V/def2-TZVPD) results for the molecule C4H5N3.

Output
- Largest force on an atom: 0.96 eV Å⁻¹
- Electronic energy: -319.51528 a.u.
- Relative energy (zero: lowest compared OMol25 entry of this formula, charge and spin): 517.0 kJ/mol
- Kohn-Sham gap (alpha / beta): 7.48 / 7.70 eV

Cartesian coordinates (Å):
N (-2.1421, 0.1795, 0.9018)
C (-0.9533, 0.7324, 0.7193)
N (0.1396, 0.4174, 1.2846)
C (1.3150, 0.2243, 0.7337)
C (1.4850, -0.1551, -0.6056)
C (0.4769, -0.6535, -1.5329)
N (-0.1931, 0.3955, -1.6174)
H (-2.9647, 0.6318, 0.5365)
H (-2.2730, -0.7086, 1.3723)
H (2.1945, 0.4558, 1.3284)
H (2.4665, 0.0501, -1.0383)
H (0.4515, -1.5679, -2.1395)

---

DFT (ωB97M-V/def2-TZVPD) results for a cluster of 2 separate species, C4H5N3 in total in a non-equilibrium geometry.

Output
- Largest force on an atom: 4.56 eV Å⁻¹
- Electronic energy: -319.32478 a.u.
- Relative energy (zero: lowest compared OMol25 entry of this formula, charge and spin): 1017.2 kJ/mol
- Kohn-Sham gap (alpha / beta): 7.16 / 7.19 eV

Cartesian coordinates (Å):
C (2.4864, 1.2933, -0.1368)
C (1.5299, 0.4625, 0.1547)
C (-1.6746, -0.1604, -0.1883)
C (1.2341, -1.9715, 0.1866)
N (3.6634, 0.4071, -0.1589)
N (3.3832, -0.7677, -0.1641)
N (2.0270, -0.9140, 0.1556)
H (2.4717, 2.3964, -0.3381)
H (0.3931, 0.6437, 0.2825)
H (-2.5467, -0.5611, 0.2144)
H (-1.6430, 0.0977, -1.2115)
H (0.1438, -1.7180, 0.2110)

---

DFT (ωB97M-V/def2-TZVPD) results for the molecule C4H5N3 in a non-equilibrium geometry.

Output
- Largest force on an atom: 4.61 eV Å⁻¹
- Electronic energy: -319.57783 a.u.
- Relative energy (zero: lowest compared OMol25 entry of this formula, charge and spin): 352.8 kJ/mol
- Kohn-Sham gap: 8.45 eV

Cartesian coordinates (Å):
C (1.8773, 0.6704, -0.1270)
C (0.4173, 0.8420, 0.1285)
C (-0.0517, -0.5806, 0.2200)
C (-1.4359, -1.0968, 0.0251)
N (2.1341, -0.5349, -0.1336)
N (1.0346, -1.3707, 0.0338)
N (-0.1277, 1.9640, -0.1566)
H (2.6626, 1.3574, 0.0913)
H (-1.9942, -0.0694, -0.1661)
H (-1.8762, -1.4807, 0.8925)
H (-1.4504, -1.7192, -0.8490)
H (-1.1898, 2.0183, 0.0412)

---

DFT (ωB97M-V/def2-TZVPD) results for the molecule C4H5N3O in a non-equilibrium geometry.

Output
- Largest force on an atom: 6.67 eV Å⁻¹
- Electronic energy: -394.82883 a.u.
- Relative energy (zero: lowest compared OMol25 entry of this formula, charge and spin): 364.2 kJ/mol
- Kohn-Sham gap: 8.85 eV

Cartesian coordinates (Å):
C (1.0306, -0.5562, 0.0801)
C (1.0049, 0.8825, 0.1648)
C (-0.1516, 1.5679, -0.0338)
C (-1.1478, -0.5697, -0.2064)
H (2.1881, -1.7898, -0.4275)
H (2.2206, 1.2373, 0.3879)
H (-0.1119, 2.5750, 0.1289)
H (-2.0118, 1.2404, -0.1126)
H (-1.8806, -2.0991, 0.5936)
N (-1.1556, 0.8462, -0.3536)
N (-2.3300, -1.1939, -0.0261)
N (0.0051, -1.2418, 0.0824)
O (2.3401, -0.8988, -0.2777)

---

DFT (ωB97M-V/def2-TZVPD) results for the molecule C4H5N3O in a non-equilibrium geometry.

Output
- Largest force on an atom: 9.95 eV Å⁻¹
- Electronic energy: -394.73193 a.u.
- Relative energy (zero: lowest compared OMol25 entry of this formula, charge and spin): 618.7 kJ/mol
- Kohn-Sham gap: 9.37 eV

Cartesian coordinates (Å):
C (0.2297, 1.1713, -0.0201)
C (-1.0490, 1.1570, -0.0100)
C (-1.7073, -0.1207, -0.1313)
C (-0.9555, -1.2730, 0.1448)
H (2.1919, -0.9763, 0.8763)
H (2.9014, -0.3605, -0.8713)
H (0.6643, 2.1980, 0.4761)
H (-1.5728, 2.0024, 0.1507)
H (-1.3937, -2.1739, 0.3762)
N (2.3111, -0.1296, -0.0346)
N (0.8765, -0.0863, -0.5626)
N (0.3255, -1.1554, -0.1060)
O (-2.8221, -0.2531, -0.2883)

---

DFT (ωB97M-V/def2-TZVPD) results for a cluster of 2 separate species, C4H5N3O in total in a non-equilibrium geometry.

Output
- Largest force on an atom: 8.12 eV Å⁻¹
- Electronic energy: -394.66815 a.u.
- Relative energy (zero: lowest compared OMol25 entry of this formula, charge and spin): 786.1 kJ/mol
- Kohn-Sham gap: 8.93 eV

Cartesian coordinates (Å):
C (-0.4305, -1.3877, -1.6933)
C (-0.4671, 0.3423, -0.1814)
C (0.5664, -0.4974, 0.6002)
C (-0.3488, 1.8420, 1.5258)
H (0.9491, -1.2733, -1.2371)
H (-0.9064, -2.1139, -0.9562)
H (-0.4450, -1.3952, -2.9103)
H (1.0904, -1.2636, 0.2345)
H (-0.5947, 2.9230, 1.8953)
N (-0.9757, -0.1226, -1.1559)
N (1.4423, -0.0302, 1.5495)
N (-0.6895, 1.6870, 0.2449)
O (0.8094, 1.2896, 2.0840)

---

DFT (ωB97M-V/def2-TZVPD) results for a cluster of 2 separate species, C4H5N3O in total in a non-equilibrium geometry.

Output
- Largest force on an atom: 2.80 eV Å⁻¹
- Electronic energy: -394.90227 a.u.
- Relative energy (zero: lowest compared OMol25 entry of this formula, charge and spin): 171.4 kJ/mol
- Kohn-Sham gap: 10.66 eV

Cartesian coordinates (Å):
C (1.9626, -0.4662, -0.2324)
C (1.8630, 0.3414, 0.8507)
C (0.8707, -0.1237, -1.0448)
C (-3.4301, -0.6619, -0.1692)
N (0.7640, 1.0791, 0.7183)
N (0.1818, 0.8297, -0.4559)
N (-2.3649, -0.2551, 0.1508)
O (-4.5035, -1.0761, -0.4044)
H (2.6402, -1.3500, -0.1448)
H (2.5822, 0.4404, 1.6294)
H (0.4343, -0.5137, -1.8887)
H (0.4858, 1.8879, 1.3759)
H (-1.4859, -0.1318, -0.3850)

---

DFT (ωB97M-V/def2-TZVPD) results for the molecule C4H5N3O in a non-equilibrium geometry.

Output
- Largest force on an atom: 6.08 eV Å⁻¹
- Electronic energy: -394.77393 a.u.
- Relative energy (zero: lowest compared OMol25 entry of this formula, charge and spin): 508.4 kJ/mol
- Kohn-Sham gap: 8.58 eV

Cartesian coordinates (Å):
C (-2.3681, -0.3667, -0.1073)
C (-0.7728, 0.0681, 0.0756)
C (1.0117, 1.4317, 0.2020)
C (2.2606, -0.6410, -0.1101)
H (-2.2662, -1.0872, -0.9435)
H (-2.7461, 0.5297, -0.5054)
H (-2.7285, -0.7062, 0.8008)
H (1.1894, 2.3995, 0.5164)
H (3.2190, -1.0029, -0.4626)
N (-0.3312, 1.2470, -0.0362)
N (2.1242, 0.7133, 0.0000)
N (1.3465, -1.6414, -0.0365)
O (0.0616, -0.9440, 0.6068)

---

DFT (ωB97M-V/def2-TZVPD) results for a cluster of 2 separate species, C4H5N3O in total in a non-equilibrium geometry.

Output
- Largest force on an atom: 10.02 eV Å⁻¹
- Electronic energy: -394.69517 a.u.
- Relative energy (zero: lowest compared OMol25 entry of this formula, charge and spin): 715.2 kJ/mol
- Kohn-Sham gap: 7.55 eV

Cartesian coordinates (Å):
C (-0.4752, -0.1133, 0.2109)
C (0.0884, -1.3553, 0.4857)
C (1.4277, -1.0487, 0.0091)
C (0.3484, 0.7018, -0.6484)
H (-2.2297, 1.1743, 0.7630)
H (-1.9276, -0.0386, 2.2285)
H (-0.2357, -2.0875, 1.2152)
H (2.3465, -1.6898, -0.2218)
H (2.1178, 0.3232, -1.3974)
N (-1.6169, 0.2135, 0.7442)
N (1.5070, 0.0240, -0.7167)
N (-0.0441, 1.7754, -1.3480)
O (-1.3065, 2.1210, -1.3242)

---

DFT (ωB97M-V/def2-TZVPD) results for the molecule C4H5N3O in a non-equilibrium geometry.

Output
- Largest force on an atom: 2.69 eV Å⁻¹
- Electronic energy: -394.78247 a.u.
- Relative energy (zero: lowest compared OMol25 entry of this formula, charge and spin): 485.9 kJ/mol
- Kohn-Sham gap: 9.83 eV

Cartesian coordinates (Å):
C (1.3195, 0.2992, -1.0544)
C (-0.6390, -0.1081, 0.5689)
C (-0.7818, 0.1388, 1.9948)
C (-0.8063, 0.3185, 3.1659)
H (-0.2083, -1.0357, -3.2306)
H (2.3294, 0.7069, -0.9538)
H (1.1282, 0.8467, 0.8703)
H (-1.4934, -0.7359, -1.0286)
H (-0.7433, 0.4445, 4.2474)
N (1.1117, -0.1639, -2.2296)
N (0.6742, 0.3107, 0.1817)
N (-1.6445, -0.5493, -0.0575)
O (-0.2464, -0.4723, -2.4745)

---

DFT (ωB97M-V/def2-TZVPD) results for the ion C4H5N3O with charge +2 in a non-equilibrium geometry.

Output
- Total charge: +2
- Largest force on an atom: 2.34 eV Å⁻¹
- Electronic energy: -394.12019 a.u.
- Relative energy (zero: lowest compared OMol25 entry of this formula, charge and spin): 130.7 kJ/mol
- Kohn-Sham gap (alpha / beta): 6.81 / 6.80 eV

Cartesian coordinates (Å):
C (-0.5647, 1.3819, 0.1321)
C (-1.0623, -0.0300, 0.1666)
C (1.1294, 0.0827, -0.0541)
C (2.5370, -0.2391, -0.2740)
N (0.7031, 1.3728, -0.0681)
N (0.0710, -0.7774, -0.0529)
N (-2.2635, -0.4614, 0.3254)
O (3.4983, -0.5787, 0.2734)
H (-1.1412, 2.2953, 0.2011)
H (2.5275, 0.0174, -1.4149)
H (0.1288, -1.7958, -0.0378)
H (-3.0292, 0.1787, 0.5634)
H (-2.5342, -1.4464, 0.2397)

---

DFT (ωB97M-V/def2-TZVPD) results for the molecule C4H5N3O2 in a non-equilibrium geometry.

Output
- Largest force on an atom: 10.29 eV Å⁻¹
- Electronic energy: -470.01028 a.u.
- Relative energy (zero: lowest compared OMol25 entry of this formula, charge and spin): 602.4 kJ/mol
- Kohn-Sham gap: 9.45 eV

Cartesian coordinates (Å):
C (-0.3194, -0.6872, -0.0804)
C (1.7328, -0.7587, -0.1294)
C (0.7314, 1.4298, -0.0333)
C (-0.4551, 0.8863, 0.1632)
H (-2.7216, 0.0911, 0.8950)
H (-2.0429, -2.1485, 0.0508)
H (2.7514, 1.1634, -0.1614)
H (1.1208, 2.3712, -0.2739)
H (-1.6336, 1.0174, 0.0875)
N (-1.6168, -1.1054, -0.2201)
N (0.6380, -1.4310, -0.1128)
N (1.8433, 0.6747, -0.2482)
O (-2.8146, -0.2126, -0.0965)
O (2.7864, -1.2904, 0.1596)

---

DFT (ωB97M-V/def2-TZVPD) results for a cluster of 2 separate species, C4H5N3O2 in total in a non-equilibrium geometry.

Output
- Largest force on an atom: 1.11 eV Å⁻¹
- Electronic energy: -470.09420 a.u.
- Relative energy (zero: lowest compared OMol25 entry of this formula, charge and spin): 382.1 kJ/mol
- Kohn-Sham gap: 10.36 eV

Cartesian coordinates (Å):
C (-2.3768, -0.6549, -0.8766)
C (-2.2854, -1.8095, 0.0444)
C (-2.3003, -3.1602, -0.1616)
O (-2.0704, -3.7652, 1.0111)
N (-1.9207, -2.7829, 1.9475)
N (-2.0662, -1.6642, 1.3937)
C (-2.4369, -3.9701, -1.3280)
N (-2.5770, -4.5970, -2.2902)
H (-1.4592, -0.0563, -0.8088)
H (-2.5491, -0.9913, -1.9024)
H (-3.2185, -0.0129, -0.5867)
O (-1.9780, 1.4283, -3.3675)
H (-1.8451, 1.8830, -2.5302)
H (-2.1688, 2.1094, -4.0254)